(1)
The following is a quantum chemistry calculation of an isolated molecule of C16H22ClN3O3, from OMol25.

Structure (XYZ):
```
45
Properties=species:S:1:pos:R:3:forces:R:3:nbo_charge:R:1
C 1.15852 0.65114 3.94792 -0.1241 -0.0845 0.1514 -0.425
N 1.47846 1.18726 2.64628 0.2817 0.0962 0.2267 -0.597
C 0.76605 0.90008 1.54697 0.5026 0.2354 -0.2663 0.690
O -0.19810 0.15461 1.54363 -0.3811 -0.2549 0.0365 -0.664
C 1.24819 1.56088 0.25220 -0.0903 0.1546 -0.1457 -0.137
N 0.97052 0.59931 -0.78921 -0.3764 -0.0439 0.4102 -0.637
C 1.84733 0.22589 -1.73873 -0.2590 -0.2882 -0.2173 0.676
O 2.88219 0.80968 -1.97665 0.3619 0.1015 -0.1175 -0.628
C 1.40243 -0.99628 -2.55238 0.3523 -0.0180 -0.0076 -0.328
N 0.21503 -1.64302 -2.05588 -0.0749 0.3875 -0.2087 -0.627
C 0.25879 -2.85769 -1.44375 -0.2093 0.0305 0.0156 0.671
O 1.27776 -3.50557 -1.33926 0.1380 -0.1970 0.0238 -0.602
C -1.06245 -3.31844 -0.92073 -0.1249 -0.1772 0.1657 -0.161
C -1.45855 -4.63013 -1.16011 0.0834 0.1421 0.0092 -0.110
C -2.66590 -5.09892 -0.67862 -0.0472 0.0211 0.0286 -0.247
C -3.47145 -4.25178 0.06723 0.2251 0.1306 -0.0562 -0.032
Cl -4.98214 -4.82922 0.67524 -0.1679 -0.0666 0.0708 0.011
C -3.07609 -2.95210 0.34293 -0.1376 -0.0938 0.0058 -0.220
C -1.87312 -2.48525 -0.15534 0.1034 -0.1151 -0.1358 -0.193
C 0.52080 2.91294 -0.01069 0.0180 0.0578 0.0284 -0.031
C -0.96455 2.66291 -0.27920 0.1731 0.0336 0.0922 -0.623
C 1.16161 3.57737 -1.23030 -0.0520 -0.1777 0.1645 -0.605
C 0.67566 3.83308 1.20214 -0.1172 -0.1402 -0.1973 -0.612
H 0.93241 1.45549 4.65016 -0.0192 -0.0567 0.0171 0.198
H 1.99001 0.06031 4.33433 -0.0464 -0.0005 0.0170 0.203
H 0.28472 0.01199 3.83440 0.0689 0.0348 0.0779 0.241
H 2.28003 1.79292 2.57431 -0.1120 -0.0554 -0.1734 0.400
H 2.32894 1.73868 0.27550 -0.0811 -0.0124 0.0406 0.232
H 0.20653 -0.02259 -0.55066 0.2121 0.0270 -0.1063 0.427
H 2.21271 -1.73076 -2.50756 -0.0994 0.1759 -0.0660 0.267
H 1.27687 -0.68843 -3.59503 0.0513 0.0005 0.1306 0.224
H -0.67709 -1.19895 -2.20525 0.0012 -0.1844 -0.0090 0.403
H -0.80885 -5.27738 -1.72906 0.0654 -0.0749 -0.0383 0.226
H -2.97936 -6.11274 -0.87151 -0.0532 -0.0767 -0.0114 0.230
H -3.70105 -2.31319 0.94658 -0.0694 0.0299 0.0651 0.230
H -1.55419 -1.48596 0.10252 0.0551 0.1333 0.0192 0.235
H -1.09750 2.12834 -1.21649 -0.0639 -0.0541 -0.0918 0.210
H -1.41082 2.07830 0.52148 -0.1252 -0.0398 0.0553 0.223
H -1.49326 3.61039 -0.35006 -0.0525 0.1206 -0.0398 0.213
H 2.20460 3.81440 -1.03567 0.1513 0.0401 -0.0159 0.213
H 1.12557 2.91860 -2.09308 0.0126 -0.0501 -0.1298 0.220
H 0.63615 4.49762 -1.47471 -0.0758 0.1165 -0.0194 0.208
H 0.15376 3.43380 2.06853 -0.0335 0.0270 0.1323 0.211
H 0.25350 4.80918 0.97457 -0.0221 0.1119 -0.0115 0.218
H 1.72533 3.97321 1.45300 0.1577 0.0535 0.0806 0.200
```
Positions in Å, forces in eV/Å.

The value obtained for the HOMO energy is -9.3 eV. The SMILES is CNC(=O)[C@@H](NC(=O)CNC(=O)c1ccc(Cl)cc1)C(C)(C)C. The energy relative to the best compared isomer or geometry (same formula, charge and spin) comes out at 0.000 eV. Its net charge is 0. The total energy is -40086.5420 eV. The calculation puts the LUMO energy at 0.510 eV. The frontier orbital gap comes out at 9.788 eV.

=====

(2)
The following is a quantum chemistry calculation of an isolated molecule of C16H22ClN3O3 at a distorted geometry, from OMol25.

Structure (XYZ):
```
45
Properties=species:S:1:pos:R:3:forces:R:3:nbo_charge:R:1
O -2.75709 -1.75651 -1.41772 -1.7155 -4.2209 -3.0138 -0.644
C -2.33794 -0.74071 -0.99852 0.1956 -1.9877 4.6451 0.624
N -2.23186 0.38906 -1.55306 4.5868 6.5245 2.1483 -0.620
C -2.08958 0.73109 -2.98510 -8.5935 2.7257 4.8958 -0.214
C -0.86027 1.11128 -3.43455 1.9855 1.6957 -5.3939 -0.403
C -0.20018 2.40111 -2.67563 -9.9437 -2.6616 -6.3269 -0.183
N 0.16768 1.93351 -1.55779 1.4049 1.2890 10.7451 -0.439
C 1.40682 1.16134 -1.43835 1.8357 8.4376 2.9615 -0.231
C 1.68542 0.97526 0.02631 -2.7557 -9.6307 -2.4558 -0.050
O 1.80332 1.92508 0.82941 0.5562 8.4054 2.7217 -0.489
C 0.74975 2.90736 0.64539 -5.0902 -1.4554 7.6220 -0.119
C 0.17845 3.20695 -0.65868 10.5029 -3.5516 -1.3566 -0.240
C -1.98740 -0.95309 0.54418 3.9395 14.6020 1.1789 0.573
O -1.47561 0.19086 1.30586 -2.5644 -4.8071 -3.8613 -0.804
N -1.94448 -1.99951 1.13078 -2.1388 -12.1971 -1.8846 -0.508
C -1.39069 -2.46376 2.35905 -3.4681 6.6082 2.0264 -0.237
C -0.01782 -2.44298 2.46936 2.1582 9.2768 1.9317 -0.168
C 0.88110 -1.25765 2.80869 -4.1297 -0.4583 0.2176 -0.058
C 2.21354 -1.29389 2.79051 -3.2897 0.1479 0.9802 -0.331
C 2.61491 -2.55602 2.38432 6.9982 0.4491 -1.2924 0.131
Cl 4.49019 -2.30339 2.35351 -0.2434 -0.9547 -0.1111 -0.160
C 2.13851 -3.68571 1.86139 -5.9740 5.6884 4.0791 -0.262
C 0.60677 -3.46134 2.27123 6.9571 -14.4233 -6.7410 -0.084
H -1.54889 1.09141 -0.95716 -2.1497 -2.2064 -1.2531 0.465
H -3.02889 1.54303 -2.98202 2.5582 -1.2743 -0.8814 0.172
H -2.56095 -0.07569 -3.34000 -1.2197 -3.1253 -2.7374 0.218
H -0.32727 0.22799 -3.28052 2.0182 -1.2235 -0.0775 0.202
H -1.17009 1.04706 -4.72301 1.7398 0.9711 3.4510 0.210
H 0.50227 2.56635 -3.26565 6.3468 3.1156 -5.4999 0.167
H -1.12077 3.04807 -2.77185 1.4624 0.1668 0.7491 0.205
H 1.18968 0.33957 -1.84195 -0.7447 -6.8727 -3.4064 0.194
H 2.26813 1.75501 -1.87154 -0.6729 -0.6892 -0.2704 0.162
H 2.49533 0.25150 0.21449 0.2408 0.3552 -0.5646 0.198
H 0.74988 0.25200 0.35985 1.4358 1.4480 -0.5614 0.142
H 0.81445 3.87577 1.38509 0.6912 -2.4590 -2.1526 0.227
H -0.21220 2.29059 1.24213 2.3357 1.5102 -1.3232 0.193
H -0.60558 3.72877 -0.80451 -5.8044 3.2711 -0.0923 0.206
H 1.09758 3.92414 -0.92788 -1.6451 -0.9857 -1.2962 0.155
H -2.26313 -2.90856 0.41974 0.9328 3.3140 2.1555 0.421
H -1.78092 -3.27416 2.77754 -1.8912 -4.1297 0.3562 0.230
H -1.79140 -1.74110 3.12070 0.2427 0.0486 -0.5021 0.227
H 0.32053 -0.43095 3.20578 0.0064 0.5924 -0.1574 0.228
H 2.64136 -0.43636 3.31665 1.0510 -0.7944 -0.7854 0.273
H 2.55536 -4.59182 1.85368 1.6249 -3.1666 -0.6154 0.236
H 0.13199 -4.50095 1.80986 0.2270 2.6321 1.7490 0.187
```
Positions in Å, forces in eV/Å.

The value obtained for the HOMO energy is -8.6 eV. The SMILES is O=C(NCCCN1CCOCC1)C(=O)NCc1ccc(Cl)cc1. The energy relative to the best compared isomer or geometry (same formula, charge and spin) comes out at 17.497 eV. Its net charge is 0. The total energy is -40069.0451 eV. The calculation puts the LUMO energy at 0.529 eV. The frontier orbital gap comes out at 9.123 eV.

=====

(3)
The following is a quantum chemistry calculation of a structure of composition C16H22HgNO6S3 at a distorted geometry, from OMol25.

Structure (XYZ):
```
49
Properties=species:S:1:pos:R:3:forces:R:3:nbo_charge:R:1
Hg 1.55231 -0.40321 -0.12589 -2.0078 1.4170 -3.6924 1.470
O 3.34661 -1.22491 3.12271 -0.0058 0.1442 -0.0194 -1.023
S 2.59921 -1.63591 1.94991 1.2184 -0.5602 1.6484 2.560
O 2.41151 -3.09571 1.91081 -0.0222 -0.1071 -0.0737 -1.061
O 1.24251 -0.97671 1.88991 -0.1339 -0.5252 1.7218 -1.127
O 3.28821 -1.18031 0.67721 1.7966 -0.9559 1.3025 -1.115
C 1.74921 2.13589 2.15871 -0.0408 -0.0432 -0.1738 -0.642
C 1.45091 2.71119 0.80761 -0.0671 -0.0428 0.0851 0.193
C 1.32681 4.06349 0.61771 0.0876 -0.0091 0.1808 -0.313
C 1.07021 4.57999 -0.65589 -0.0394 0.2985 0.0762 -0.298
C 0.91151 3.68709 -1.73389 -0.0133 0.0718 -0.1760 -0.052
C 0.68031 4.13019 -3.04549 0.0049 -0.0396 -0.1271 -0.284
C 0.52771 3.22409 -4.08399 -0.0758 0.3382 -0.0838 -0.241
C 0.53621 1.87239 -3.81729 -0.0117 -0.1573 0.1024 -0.279
C 0.73191 1.39269 -2.51679 -0.1498 -0.3251 -0.2273 -0.186
S 0.59851 -0.36101 -2.29119 -0.0415 -0.0982 -0.4924 -0.485
C 0.98311 2.28599 -1.46159 -0.1068 0.1221 -0.2874 0.130
N 1.27411 1.81609 -0.20939 0.0188 0.9224 0.3889 -0.729
H 1.90221 2.93379 2.88431 0.0233 0.0150 0.0589 0.189
H 2.63571 1.49769 2.13001 0.0160 -0.0038 0.0637 0.231
H 0.92881 1.49669 2.48861 0.0253 -0.0569 0.0986 0.223
H 1.43381 4.73019 1.46551 0.0444 -0.0306 0.0585 0.184
H 0.96831 5.64769 -0.81129 0.0110 0.0091 -0.0759 0.175
H 0.61221 5.19659 -3.22759 0.0649 0.0677 -0.0112 0.178
H 0.38811 3.58079 -5.10059 -0.0504 -0.0276 0.0193 0.179
H 0.37301 1.15149 -4.60419 0.0100 -0.0778 -0.1262 0.195
O -3.37579 1.60049 -0.29319 -0.5833 1.0166 0.2258 -1.020
S -2.57809 0.39599 -0.59589 0.0510 -1.2223 0.2153 1.287
C -3.79389 -0.99821 -0.35909 0.4090 0.3981 -0.0332 -0.599
C -4.15299 -0.84891 1.10321 -0.1432 -0.1307 0.2465 -0.421
C -2.82299 -0.84011 1.86081 -0.2057 0.0027 0.1059 -0.413
C -1.79069 -0.14251 0.97441 0.2040 -0.1269 -0.4458 -0.629
H -3.25939 -1.92101 -0.57749 0.0336 -0.1602 0.0027 0.218
H -4.64079 -0.87861 -1.03229 0.1059 0.1323 -0.1508 0.214
H -4.81679 -1.64091 1.46231 -0.0105 -0.0023 -0.0560 0.193
H -4.66209 0.11079 1.23011 -0.0073 -0.0763 -0.0087 0.220
H -2.49459 -1.86601 2.04731 0.0138 0.0732 0.0209 0.214
H -2.92249 -0.33971 2.82571 0.0189 -0.0436 -0.0192 0.205
H -1.00479 -0.84181 0.68071 0.0146 0.1011 0.0427 0.267
H -1.32969 0.73239 1.42651 0.0377 0.0873 -0.1414 0.249
C 1.09081 -5.49591 0.34511 -0.0215 0.2635 -0.0825 -0.645
C 0.72201 -4.24561 -0.45059 -0.0141 -0.0906 -0.0922 -0.050
O 0.24831 -3.23111 0.39631 -0.1385 -0.0943 0.1904 -0.781
H 1.58151 -6.23731 -0.28839 0.0033 -0.0950 -0.0199 0.179
H 0.20221 -5.93241 0.80381 -0.0239 -0.0552 0.0159 0.183
H 1.77501 -5.17621 1.13191 0.0362 -0.2057 -0.0054 0.244
H -0.07369 -4.45381 -1.17789 0.1430 -0.0060 0.0086 0.148
H 1.60741 -3.89781 -1.00349 -0.0672 -0.0353 -0.0342 0.157
H 0.96861 -3.10801 1.07231 -0.4102 -0.0759 -0.2239 0.506
```
Positions in Å, forces in eV/Å.

The value obtained for the HOMO energy (alpha / beta) is 0.9 / -1.2 eV. The spin multiplicity is 2. As for the expectation value of S²: 0.77. Its net charge is -2. The total energy is -67405.6216 eV. The calculation puts the LUMO energy (alpha / beta) at 4.707 / 4.702 eV. The frontier orbital gap (alpha / beta) comes out at 3.799 / 5.901 eV.

=====

(4)
The following is a quantum chemistry calculation of a structure of composition C16H22LiN6 at a distorted geometry, from OMol25.

Structure (XYZ):
```
45
Properties=species:S:1:pos:R:3:forces:R:3:nbo_charge:R:1
Li -0.35906 1.12282 1.94928 0.2382 -0.3255 -0.0712 0.928
C 3.77433 0.57825 2.84679 1.1690 0.0222 -0.0883 -0.248
C 2.46884 1.02175 2.82626 -0.0862 0.0238 -0.3232 0.021
N 1.45372 0.27188 2.37208 -0.5009 0.7253 1.1794 -0.567
C 1.66635 -0.96798 2.00092 1.0756 -0.9490 -0.6641 0.071
C 2.98349 -1.53400 1.90632 -0.0332 1.0466 2.0126 -0.099
C 4.03212 -0.76339 2.53499 -1.6295 -1.2321 -1.3823 -0.110
C 3.27031 -2.93972 1.55323 -1.0321 1.2568 -1.1291 -0.175
C 2.47905 -3.68248 0.75316 -0.6193 -0.8924 0.6576 -0.191
C 1.23391 -3.32608 -0.00138 -1.9393 0.8361 0.0315 0.208
C 1.01457 -2.13139 -0.74617 3.4648 -1.0394 0.9542 -0.295
C -0.17629 -1.98776 -1.36644 -1.1768 1.4232 -0.7633 0.051
N -1.15070 -2.86349 -1.29245 -0.8030 0.1601 -0.3410 -0.448
C -0.90408 -3.92472 -0.56623 -1.2903 -0.6812 -0.4912 0.258
N 0.17637 -4.19252 0.09171 3.0815 -0.1440 0.9613 -0.443
H 4.61131 1.28784 2.99605 -0.6979 -0.6281 0.6694 0.248
H 2.15418 1.95359 3.28514 0.4262 0.2798 -0.4207 0.204
H 0.73710 -1.51949 1.84114 0.6204 -0.2027 -0.4170 0.213
H 4.93592 -1.36048 2.76453 -0.1464 1.1300 -0.3903 0.235
H 4.25071 -3.21852 1.91240 -0.2265 -0.9121 0.1818 0.229
H 2.54629 -4.77543 0.80922 0.6443 0.3268 -0.4376 0.248
H 1.90196 -1.46105 -0.85398 -1.1837 -0.2781 -0.0288 0.234
H -0.49120 -1.10296 -1.91541 0.7084 0.1453 -0.1073 0.197
H -1.70173 -4.65849 -0.56762 0.0258 -0.1640 0.3210 0.188
C -3.87163 0.60606 -0.52364 -1.6357 -1.1679 -0.2129 -0.407
N -2.90493 1.27756 -1.30427 1.2691 0.5582 -0.1509 -0.443
C -3.07396 1.51735 -2.72747 -1.6192 -0.2482 -0.7205 -0.417
C -1.74922 1.46536 -0.64212 2.5351 0.1308 0.5363 0.668
N -1.30594 0.68741 0.36437 -1.0642 0.0035 -1.4651 -1.022
N -0.94000 2.51655 -1.03711 -1.1478 0.0905 0.1812 -0.443
C 0.41044 2.62860 -0.57090 2.2282 -0.7163 1.1923 -0.389
C -1.52435 3.67305 -1.73187 0.5401 0.4603 -0.1154 -0.419
H -4.88246 0.76043 -0.91194 0.2253 -0.2251 -0.3124 0.225
H -3.89600 1.04843 0.44642 0.0868 0.0969 0.8653 0.213
H -3.65158 -0.47025 -0.43623 -0.4190 0.1845 -0.0544 0.196
H -3.73301 2.42269 -2.88457 0.4344 -1.1985 -0.1063 0.208
H -3.51614 0.58557 -3.20521 0.3068 1.2230 0.5782 0.227
H -2.14787 1.71608 -3.25147 0.2818 -0.0759 0.2821 0.225
H -1.73379 -0.25426 0.23782 0.2178 1.0033 0.4805 0.373
H 0.61952 2.51759 0.57582 -0.8505 0.4360 -1.7014 0.152
H 0.85221 3.61779 -0.83910 -0.5105 -0.8576 0.0348 0.232
H 1.07167 1.80542 -0.98484 -0.7324 0.9369 0.2139 0.217
H -2.61086 3.67247 -1.58666 0.4505 0.0555 -0.4171 0.225
H -1.17602 3.76748 -2.78080 -0.7004 -0.5890 0.2646 0.209
H -1.14358 4.61245 -1.33980 0.0147 -0.0281 0.7134 0.214
```
Positions in Å, forces in eV/Å.

The value obtained for the HOMO energy is -11.6 eV. Its net charge is +1. The total energy is -26088.4459 eV. The calculation puts the LUMO energy at -3.234 eV. The frontier orbital gap comes out at 8.332 eV.

=====

Q: Which of these has the highest net charge?
A: C16H22LiN6